(1)
Density functional theory data (the ωB97M-V functional and the def2-TZVPD basis) for C40H36CoN7 as an isolated structure.

Atoms and positions in Å:
Co  0.451  0.889  0.562
N  3.279  2.988  -2.744
N  -1.084  -0.338  0.104
N  0.280  -2.143  -0.603
N  -1.980  -2.443  -0.367
N  0.347  1.007  2.608
N  5.046  1.629  -3.555
N  0.553  2.809  -0.085
C  -4.400  1.312  0.030
C  1.717  4.097  -4.231
C  -2.572  -5.884  -1.539
C  -1.103  1.208  5.755
C  0.272  1.066  3.754
C  3.539  2.653  -5.081
C  0.655  5.412  -0.995
C  -4.103  0.272  2.177
C  -3.155  0.860  -0.404
C  4.630  1.845  -4.800
C  2.863  3.208  -3.998
C  3.236  -0.069  -0.099
C  1.895  -0.382  -0.061
C  -1.093  -4.578  0.404
C  0.869  4.621  -3.345
C  -0.953  -1.582  -0.242
C  0.539  5.148  0.361
C  4.211  -0.958  -0.571
C  -1.005  -5.955  0.286
C  3.860  -2.228  -1.040
C  -0.045  1.309  7.908
C  -4.873  1.024  1.300
C  -1.898  -3.863  -0.475
C  -2.662  -4.499  -1.458
C  0.698  3.072  -1.387
C  2.550  -2.629  -1.045
C  4.353  2.229  -2.598
C  -1.198  1.288  7.132
C  0.164  1.149  5.171
C  -2.858  -0.183  1.775
C  1.328  1.169  5.943
C  1.213  1.250  7.319
C  -1.747  -6.607  -0.689
C  -3.554  -3.717  -2.377
C  0.767  4.361  -1.899
C  2.147  -3.979  -1.552
C  1.561  -1.689  -0.550
C  -2.661  1.147  -1.791
C  0.492  3.836  0.780
C  -2.395  0.110  0.495
H  2.300  1.123  5.471
H  -1.990  1.198  5.137
H  -5.845  1.385  1.606
H  0.759  2.218  -2.049
H  3.229  2.843  -6.099
H  -4.472  0.039  3.167
H  0.158  5.351  -3.718
H  -2.897  -2.037  -0.233
H  2.102  1.267  7.933
H  1.592  4.401  -5.265
H  -0.379  -6.515  0.967
H  0.473  5.949  1.083
H  -3.365  1.782  -2.325
H  -2.238  -0.769  2.444
H  -3.154  -6.402  -2.289
H  -0.558  -4.062  1.195
H  4.714  2.094  -1.584
H  5.191  1.366  -5.594
H  4.631  -2.893  -1.403
H  0.376  3.578  1.824
H  -2.170  1.337  7.603
H  -3.980  -4.364  -3.139
H  -1.695  1.654  -1.776
H  0.681  6.435  -1.350
H  -0.127  1.373  8.985
H  -2.534  0.229  -2.371
H  -1.692  -7.683  -0.783
H  -3.011  -2.913  -2.877
H  3.026  -4.547  -1.847
H  1.617  -4.563  -0.793
H  -4.389  -3.264  -1.834
H  -5.008  1.897  -0.649
H  3.569  0.906  0.240
H  0.161  -3.090  -0.948
H  1.500  -3.902  -2.431
H  5.252  -0.662  -0.584

Output
<S²> ... 6.029
Highest occupied orbital energy (spin up / spin down) ... -13.502 / -13.504 eV
2S+1 ... 5
Net charge ... +2
Kohn-Sham gap (spin up / spin down) ... 8.84 / 5.30 eV

(2)
Density functional theory data (the ωB97M-V functional and the def2-TZVPD basis) for C40H36CrN3OP3SSe4 as an isolated structure.

Atoms and positions in Å:
Se  2.743  -3.898  0.694
Se  -0.260  -2.681  2.169
Se  2.183  0.177  0.848
Se  -4.780  1.403  0.397
Cr  0.969  -2.214  -0.074
S  1.369  -3.422  -3.067
P  1.634  -3.632  2.552
P  0.495  1.275  0.131
P  -3.389  1.684  -1.158
O  1.667  -2.335  -2.045
N  -2.433  -0.769  -1.662
N  -0.525  -1.054  -0.720
N  -1.495  -1.651  -1.417
C  -2.704  3.371  -1.211
C  1.338  3.642  -1.117
C  4.776  -2.179  4.720
C  2.509  -6.125  3.440
C  1.759  -2.674  -4.612
C  -2.022  3.829  -2.342
C  2.848  -0.855  5.287
C  1.185  1.682  -2.509
C  1.423  -5.249  3.349
C  1.847  4.365  -2.192
C  4.004  -2.928  3.841
C  -1.846  6.026  -1.365
C  2.641  -2.651  3.693
C  4.196  -1.142  5.443
C  -1.521  2.110  1.851
C  -2.953  4.253  -0.161
C  -3.245  1.188  -3.913
C  2.726  -4.550  -2.969
C  -1.213  3.747  3.591
C  -5.949  1.682  -4.319
C  -5.130  1.382  -5.399
C  1.114  -7.752  4.533
C  2.355  -7.369  4.036
C  2.009  3.757  -3.426
C  -2.062  0.437  -1.133
C  1.675  2.414  -3.585
C  0.112  3.926  3.194
C  -4.066  1.499  -2.828
C  0.622  3.194  2.132
C  -3.776  1.132  -5.196
C  -0.204  2.296  1.440
C  1.009  2.304  -1.268
C  -2.510  5.572  -0.230
C  -5.419  1.738  -3.033
C  2.067  -1.607  4.412
C  0.032  -6.891  4.436
C  -1.612  5.156  -2.424
C  -2.022  2.836  2.929
C  0.183  -5.639  3.845
C  -0.827  0.249  -0.530
H  -1.516  7.062  -1.429
H  3.473  -5.843  3.028
H  -6.052  1.954  -2.181
H  -5.547  1.332  -6.400
H  3.622  -3.949  -2.802
H  1.806  1.935  -4.550
H  2.398  -0.035  5.837
H  2.394  4.327  -4.264
H  2.785  -5.122  -3.903
H  4.801  -0.552  6.122
H  0.991  -8.730  4.988
H  1.183  4.138  -0.166
H  4.470  -3.707  3.247
H  2.542  -5.210  -2.123
H  -0.938  -7.192  4.818
H  -1.103  5.505  -3.315
H  1.021  -1.374  4.271
H  -0.661  -4.968  3.761
H  -1.829  3.162  -3.177
H  -3.053  2.686  3.239
H  0.942  -1.992  -4.852
H  0.751  4.626  3.725
H  2.696  -2.130  -4.464
H  -2.196  0.959  -3.755
H  -1.607  4.314  4.430
H  1.668  3.289  1.862
H  -7.006  1.864  -4.472
H  1.851  -3.447  -5.383
H  -2.171  1.405  1.346
H  2.100  5.413  -2.064
H  -3.137  0.883  -6.036
H  -3.508  3.898  0.699
H  5.834  -2.396  4.830
H  3.203  -8.043  4.108
H  -2.699  6.248  0.598
H  0.961  0.629  -2.628

Output
<S²> ... 6.020
Highest occupied orbital energy (spin up / spin down) ... -7.152 / -7.799 eV
2S+1 ... 5
Kohn-Sham gap (spin up / spin down) ... 7.28 / 7.93 eV

(3)
Density functional theory data (the ωB97M-V functional and the def2-TZVPD basis) for C40H36CrN4O8P as an isolated structure.

Atoms and positions in Å:
Cr  0.007  -0.012  1.215
P  -0.277  1.816  -0.461
O  3.252  0.114  -0.302
O  -0.019  2.572  4.398
O  -2.192  -1.986  -1.425
O  4.013  -1.745  0.724
O  0.660  -1.442  0.232
O  -1.848  -0.180  0.871
O  -0.498  1.471  2.572
O  -3.796  0.112  -0.148
N  -0.221  -1.406  2.889
N  -0.937  -0.718  -3.548
N  1.921  0.514  2.227
N  -2.290  -0.622  3.605
C  -2.812  -2.641  -0.335
C  -3.087  -0.424  -4.567
C  1.809  -3.371  -0.500
C  0.195  3.448  0.186
C  3.780  0.477  4.294
C  0.310  1.733  3.445
C  1.065  -2.224  -0.783
C  -1.228  -1.445  3.784
C  4.066  -0.102  3.075
C  0.184  2.789  -3.008
C  0.676  2.718  -4.320
C  1.824  -3.981  -2.828
C  3.456  -0.539  0.679
C  1.456  3.955  -0.129
C  0.930  -3.122  4.119
C  0.688  -1.969  -2.109
C  1.416  1.579  -4.737
C  0.363  1.751  -2.135
C  -1.166  -2.294  4.910
C  -4.463  -0.595  -4.605
C  1.668  1.106  3.405
C  1.894  5.144  0.435
C  -5.103  -1.230  -3.557
C  -0.061  -0.695  -2.410
C  -2.663  0.462  0.047
C  1.598  0.522  -3.911
C  -0.609  4.142  1.090
C  -4.359  -1.699  -2.481
C  -2.983  -1.547  -2.450
C  1.064  -2.854  -3.107
C  2.557  1.116  4.459
C  -0.092  -3.121  5.077
C  0.811  -2.265  3.062
C  -2.102  1.741  -0.572
C  1.081  5.838  1.320
C  2.196  -4.235  -1.516
C  -2.320  -0.898  -3.507
C  3.117  -0.042  2.059
C  -0.170  5.334  1.647
C  0.988  0.462  -2.552
H  1.772  0.202  -1.838
H  -3.336  -3.543  -0.664
H  1.418  6.772  1.749
H  -2.004  -2.917  0.340
H  1.853  1.571  -5.728
H  -2.443  1.838  -1.603
H  4.093  -2.087  -0.184
H  0.728  -2.656  -4.118
H  -1.987  -2.287  5.614
H  -5.026  -0.222  -5.450
H  -0.323  3.694  -2.689
H  -0.045  -3.781  5.934
H  -0.614  -0.223  -4.364
H  0.718  2.783  4.987
H  2.869  5.532  0.171
H  -2.536  2.569  -0.009
H  -3.098  -0.799  4.177
H  -3.505  -1.972  0.180
H  -2.469  -0.335  2.646
H  2.763  -5.125  -1.272
H  1.779  -3.786  4.190
H  5.009  -0.596  2.888
H  -0.812  5.873  2.331
H  4.495  0.441  5.104
H  2.105  -4.661  -3.620
H  -4.863  -2.180  -1.655
H  2.056  -3.603  0.529
H  2.179  -0.335  -4.232
H  -6.176  -1.361  -3.563
H  -2.585  0.086  -5.382
H  1.550  -2.243  2.273
H  2.311  1.575  5.408
H  -0.651  -0.468  -1.520
H  0.518  3.543  -5.000
H  2.094  3.425  -0.826
H  -1.582  3.762  1.373

Output
<S²> ... 6.072
Highest occupied orbital energy (spin up / spin down) ... -8.887 / -8.935 eV
2S+1 ... 5
Net charge ... +1
Kohn-Sham gap (spin up / spin down) ... 4.75 / 4.71 eV